This record from the OMol25 dataset describes an isolated ion of composition C4H8NO2 and charge +1 in a non-equilibrium geometry. The level of theory is ωB97M-V with the def2-TZVPD basis set.

Properties
Gap between HOMO and LUMO in eV: 10.37
Multiplicity: 1
E_HOMO in eV: -14.168
Total charge: +1

Geometry as XYZ:
```
15
Properties=species:S:1:pos:R:3:forces:R:3
C -0.94458 -1.16832 -1.00850 0.0 0.9 -0.7
C -1.36950 -0.94877 0.19975 1.2 0.6 3.4
C 0.33524 -0.40679 -1.31317 1.5 -2.2 4.2
C 0.07462 0.48952 1.12186 -1.5 -2.7 -1.3
N 0.50338 0.79694 -0.31853 -3.6 -0.3 -1.6
O -0.62780 1.48784 1.71969 -1.0 -1.4 0.0
O 1.16012 0.00923 1.82097 -0.7 0.7 -0.7
H -1.46832 -1.82331 -1.74837 0.8 0.6 0.6
H -2.07832 -1.47721 0.88956 0.6 0.8 -0.9
H 1.15135 -1.07380 -0.98760 -0.1 0.0 -0.4
H 0.59978 -0.08292 -2.23469 0.1 1.2 -3.0
H 1.40691 1.22487 -0.36162 0.8 0.4 -0.3
H -0.26372 1.34657 -0.81558 1.4 0.4 1.6
H -1.46046 1.01188 2.02908 1.3 1.4 -0.3
H 1.51408 0.65816 2.48225 -0.8 -0.5 -0.6
```
Positions in Å, forces in eV/Å.

***

This record from the OMol25 dataset describes an isolated ion of composition C4H8NO2 and charge +1 in a non-equilibrium geometry. The level of theory is ωB97M-V with the def2-TZVPD basis set.

Properties
Gap between HOMO and LUMO in eV: 11.19
Multiplicity: 1
SMILES string: C[N@H+]1C=CO[C@@H]1O
E_HOMO in eV: -14.300
Total charge: +1

Geometry as XYZ:
```
15
Properties=species:S:1:pos:R:3:forces:R:3
C 0.48375 -1.49476 0.93523 -1.2 -3.2 -2.1
N 0.22221 -0.10475 0.58099 1.8 2.0 0.0
C 1.08956 0.45418 -0.49204 -0.4 0.4 -3.3
C 0.33268 0.66547 -1.60390 2.2 -1.5 1.0
O -0.91870 0.34576 -1.40794 -3.2 -1.1 2.1
C -1.08652 0.30275 0.03446 -2.9 1.2 0.3
O -1.29417 1.58017 0.49607 1.1 0.2 1.2
H 0.34760 -2.22825 0.03789 -0.2 1.7 1.2
H 1.52297 -1.58769 1.08446 1.1 0.0 0.9
H -0.17610 -1.91522 1.71740 0.6 0.8 -0.1
H 0.52626 0.51359 1.36833 -1.3 -0.5 -0.1
H 2.11586 0.72760 -0.46493 0.6 -0.3 0.9
H 0.51313 0.76754 -2.67254 0.7 0.7 0.5
H -1.98852 -0.21183 0.50235 1.5 -0.8 -1.6
H -1.69001 2.18543 -0.11582 -0.4 0.3 -0.9
```
Positions in Å, forces in eV/Å.

***

This record from the OMol25 dataset describes a 2-piece molecular cluster, C4H8NO2 overall in a non-equilibrium geometry. The level of theory is ωB97M-V with the def2-TZVPD basis set.

Properties
Gap between HOMO and LUMO (spin up / spin down) in eV: 5.93 / 8.51
Multiplicity: 3
E_HOMO (spin up / spin down) in eV: -10.330 / -15.905
Expectation value of S²: 2.02
Total charge: +1

Geometry as XYZ:
```
15
Properties=species:S:1:pos:R:3:forces:R:3
C 2.36759 0.91419 0.24512 0.0 -0.3 0.5
C 0.56769 -0.45716 -0.92384 0.0 -3.5 0.3
C -0.37074 0.57198 -1.15785 -1.1 2.0 -1.3
C 1.28694 0.15908 0.29175 -1.8 -1.0 1.2
N -1.62053 0.54851 -0.67816 1.1 -1.9 -0.1
O 3.30774 1.55022 0.24453 1.5 1.1 -0.3
O -1.02349 -0.96506 1.55100 0.1 -1.2 -0.3
H 0.59006 0.06977 1.14765 0.8 0.2 -0.1
H -0.09437 -1.38787 -0.56364 2.1 1.7 -0.8
H 1.37441 -0.76289 -1.64356 -1.3 0.4 0.2
H -0.05132 1.53232 -1.51353 0.2 0.2 -0.3
H -2.21483 1.31767 -0.61833 -0.8 1.4 -0.1
H -1.25351 -0.83946 2.47032 -0.2 -0.1 0.5
H -1.92573 -0.31625 -0.27292 -0.4 0.0 0.2
H -0.93992 -1.93504 1.42145 -0.1 0.7 0.4
```
Positions in Å, forces in eV/Å.

***

This record from the OMol25 dataset describes a 2-piece molecular cluster, C4H8NO3 overall in a non-equilibrium geometry. The level of theory is ωB97M-V with the def2-TZVPD basis set.

Properties
Gap between HOMO and LUMO in eV: 6.97
Multiplicity: 1
E_HOMO in eV: -3.538
Total charge: -1

Geometry as XYZ:
```
16
Properties=species:S:1:pos:R:3:forces:R:3
C 1.23484 3.48851 -0.05214 -1.9 -2.2 1.9
C 0.27840 2.26163 -0.52194 1.0 1.5 -0.5
O -0.16386 2.43383 -1.66719 -0.4 -0.4 -0.5
O 0.06855 1.36126 0.30584 0.1 -0.4 0.4
H 0.47172 4.15216 0.37999 0.5 0.6 -0.7
H 1.91775 3.85044 -0.78886 0.1 0.5 -0.4
H 1.68061 3.06626 0.85203 0.8 0.3 -0.2
C 0.32517 -2.37613 -0.37306 0.0 5.8 -5.1
C -1.06734 -2.06023 -0.11324 -4.7 -0.3 1.3
O -1.87434 -1.49464 -0.89116 2.8 -1.7 2.2
N -1.56087 -2.59696 1.14254 0.2 0.4 -0.4
H 0.82917 -1.30384 -0.26044 -1.0 -1.6 -0.4
H 0.32142 -2.48648 -1.51945 0.6 -0.3 1.7
H -2.45212 -2.28612 1.52918 0.5 0.1 -0.7
H -0.99374 -3.07885 1.84776 0.0 0.6 -0.9
H 0.98464 -2.93084 0.13014 1.6 -3.0 2.2
```
Positions in Å, forces in eV/Å.

***

This record from the OMol25 dataset describes an isolated ion of composition C4H8NO3 and charge +1 in a non-equilibrium geometry. The level of theory is ωB97M-V with the def2-TZVPD basis set.

Properties
Gap between HOMO and LUMO in eV: 5.97
Multiplicity: 1
E_HOMO in eV: -14.612
Total charge: +1

Geometry as XYZ:
```
16
Properties=species:S:1:pos:R:3:forces:R:3
O 1.84969 -0.79239 -1.06155 0.1 0.5 0.3
C 0.78849 -0.31251 -1.46014 1.6 -2.4 -2.8
O -0.14584 -1.13541 -2.03324 -0.4 0.3 -0.1
C 0.02768 0.42271 -0.14069 0.1 2.7 3.5
C 0.09282 -0.53298 1.06954 0.8 -1.8 -1.2
C -0.16922 0.24822 2.33486 -1.0 0.5 -0.2
O -0.64474 1.34508 2.30132 0.1 0.5 0.1
N -1.17984 0.91021 -0.41684 -0.9 0.7 -1.3
H 0.90399 0.56921 -2.14620 -0.3 0.7 0.8
H 0.70275 1.26230 0.11833 -0.2 -0.4 0.0
H 1.09555 -0.95300 1.07068 0.3 0.0 0.1
H -0.55321 -1.40587 0.94067 -0.3 0.2 0.3
H 0.00979 -0.23114 3.30828 0.3 -0.4 -0.2
H -1.73751 0.55608 -1.18627 -0.5 -0.8 0.6
H -1.38860 1.88762 -0.21177 0.5 0.0 -0.4
H 0.34821 -1.83813 -2.48699 -0.3 -0.3 0.2
```
Positions in Å, forces in eV/Å.

***

This record from the OMol25 dataset describes an isolated ion of composition C4H8NOS and charge -1 in a non-equilibrium geometry. The level of theory is ωB97M-V with the def2-TZVPD basis set.

Properties
Gap between HOMO and LUMO in eV: 6.17
Multiplicity: 1
SMILES string: CC(=O)NCC[S-]
E_HOMO in eV: -2.620
Total charge: -1

Geometry as XYZ:
```
15
Properties=species:S:1:pos:R:3:forces:R:3
C -1.00342 0.14238 -2.06858 0.9 -1.4 1.8
C -0.05591 0.97800 -1.21141 0.8 2.8 -1.4
O 0.11444 2.12408 -1.66680 0.2 -0.2 0.4
N 0.59081 0.59960 -0.09505 -1.2 -2.3 -0.2
C 0.22304 -0.65595 0.61169 0.3 0.8 1.1
C 0.51506 -0.43446 2.12206 0.8 0.6 -0.8
S 0.82183 -1.84710 3.17632 -0.5 -0.5 0.1
H -0.45870 -0.52617 -2.74650 0.0 0.6 -0.2
H -1.69574 0.82028 -2.53869 0.0 0.0 -0.2
H -1.46735 -0.56789 -1.39558 -0.8 -0.1 -0.1
H 1.15421 1.22080 0.45936 -0.1 0.5 -0.5
H -0.85633 -0.74677 0.48866 0.2 -0.8 -0.1
H 0.83902 -1.49811 0.29505 -0.4 -0.1 -0.3
H 1.48401 0.07427 2.10322 0.1 0.4 0.0
H -0.20499 0.31703 2.46626 -0.2 -0.2 0.3
```
Positions in Å, forces in eV/Å.

***

This record from the OMol25 dataset describes an isolated ion of composition C4H8NOS and charge -1. The level of theory is ωB97M-V with the def2-TZVPD basis set.

Properties
Gap between HOMO and LUMO in eV: 6.51
Multiplicity: 1
SMILES string: CNC(=O)CC[S-]
E_HOMO in eV: -2.588
Total charge: -1

Geometry as XYZ:
```
15
Properties=species:S:1:pos:R:3:forces:R:3
C -0.01347 -0.06199 1.89780 -0.1 -0.4 -0.5
N 0.90778 -0.59579 0.90012 0.1 -0.4 -0.1
C 1.23742 -0.07027 -0.31910 0.3 -0.3 -0.1
O 2.41173 -0.12728 -0.68216 0.0 -0.2 -0.2
C 0.19559 0.49271 -1.24612 -0.4 0.5 0.2
C -1.21908 -0.08456 -1.30299 0.0 -0.5 0.8
S -2.46523 0.60246 -0.15716 -0.2 0.1 -0.2
H -0.78387 0.54572 1.38145 0.4 -0.1 0.4
H -0.55056 -0.88080 2.36754 -0.2 -0.2 0.1
H 0.54832 0.44811 2.67737 0.0 0.4 0.1
H 1.66385 -1.19421 1.21169 0.0 0.4 0.3
H 0.17162 1.54951 -1.03875 -0.4 0.7 0.4
H 0.60291 0.49878 -2.24104 0.6 -0.4 -0.4
H -1.11579 -1.17075 -1.13763 -0.2 0.2 -0.1
H -1.59121 0.04837 -2.31103 0.0 0.0 -0.3
```
Positions in Å, forces in eV/Å.

***

This record from the OMol25 dataset describes C4H8NOS as an isolated structure in a non-equilibrium geometry. The level of theory is ωB97M-V with the def2-TZVPD basis set.

Properties
Gap between HOMO and LUMO in eV: 5.66
Multiplicity: 1
E_HOMO in eV: -2.688
Total charge: -1

Geometry as XYZ:
```
15
Properties=species:S:1:pos:R:3:forces:R:3
O 2.99344 0.28315 0.58441 -4.3 1.4 0.8
C 1.74067 0.48004 0.27527 3.6 -5.2 0.0
N 0.61572 1.14424 1.10561 3.8 -0.8 -3.8
C -0.63713 0.95376 0.33775 -1.7 -1.0 0.1
C -1.08336 -0.52242 0.40130 1.1 -1.8 1.1
S -2.51030 -1.06130 -0.54654 0.0 0.4 -0.4
C 1.56510 -0.08300 -1.21087 -0.3 2.1 0.1
H 1.45162 1.59021 0.21266 -2.2 3.8 1.3
H -0.74973 1.36885 -0.69180 0.6 -0.2 0.8
H -1.48036 1.31866 0.93991 0.6 1.1 -0.2
H -1.31413 -0.68119 1.45780 -0.4 0.3 0.3
H -0.25012 -1.28929 0.40318 -0.2 1.0 -1.0
H 2.51739 0.22914 -1.65406 -0.3 -0.1 -0.1
H 1.47368 -1.13065 -1.34907 0.0 -1.1 0.7
H 0.74713 0.32987 -1.80925 0.0 0.1 0.3
```
Positions in Å, forces in eV/Å.

***

This record from the OMol25 dataset describes a 2-piece molecular cluster, C4H8NOS overall in a non-equilibrium geometry. The level of theory is ωB97M-V with the def2-TZVPD basis set.

Properties
Gap between HOMO and LUMO (spin up / spin down) in eV: 7.83 / 7.80
Multiplicity: 1
E_HOMO (spin up / spin down) in eV: -12.728 / -12.716
Total charge: +1

Geometry as XYZ:
```
15
Properties=species:S:1:pos:R:3:forces:R:3
C 0.42644 -0.04462 0.93752 0.6 0.8 0.5
C -1.54379 -1.32624 0.47304 -1.4 -0.1 2.0
C 1.49725 1.69912 -0.37453 3.8 5.8 -4.0
C -0.37248 -1.06530 1.49628 0.7 -2.9 -0.9
N 1.03357 0.76300 0.41014 -2.5 -2.9 2.2
O 0.54645 0.61140 -2.62486 0.6 0.1 0.5
S -0.55542 0.16025 -3.47586 -0.9 -0.4 -0.8
H -1.32346 -1.77394 -0.48249 0.5 -0.2 -0.1
H -2.23259 -2.03009 1.08858 0.8 1.3 -1.5
H -2.01747 -0.31503 0.28829 0.1 -1.3 0.3
H 2.17433 1.27972 -1.18716 -0.8 0.5 1.2
H 2.06740 2.52451 0.15362 -0.2 -1.4 0.0
H 0.78548 2.38965 -0.90617 -0.2 -1.5 0.5
H 0.34037 -1.93772 1.75887 -1.1 0.9 -1.0
H -0.82610 -0.93472 2.44472 -0.2 1.2 0.9
```
Positions in Å, forces in eV/Å.

***

This record from the OMol25 dataset describes an isolated ion of composition C4H8NOS and charge +1 in a non-equilibrium geometry. The level of theory is ωB97M-V with the def2-TZVPD basis set.

Properties
Gap between HOMO and LUMO in eV: 7.48
Multiplicity: 1
E_HOMO in eV: -12.398
Total charge: +1

Geometry as XYZ:
```
15
Properties=species:S:1:pos:R:3:forces:R:3
C -0.74164 1.45529 0.63575 0.5 0.4 0.3
C -1.89566 0.94440 0.40292 -1.3 -3.0 -2.0
C 0.50734 0.76981 0.30522 1.3 1.4 2.6
C 0.42564 -0.61645 0.06867 -4.9 -2.7 0.2
N 0.84892 -1.13334 -1.23441 3.4 -2.3 -1.0
O 0.76898 -1.46167 1.05670 1.4 -1.1 -3.5
S -1.97321 -0.64924 -0.39828 2.6 0.2 1.1
H -0.68520 2.44346 0.90839 0.4 2.2 1.0
H -2.84979 1.37893 0.42159 -1.0 1.0 0.5
H 0.88486 1.21681 -0.55076 1.1 1.3 -1.6
H 1.22279 0.89329 1.17299 -0.3 0.2 -1.0
H 0.14167 -1.33019 -1.99039 0.4 0.8 1.2
H 1.32205 -2.10422 -1.04532 -1.0 1.8 -0.3
H 1.65684 -0.53229 -1.61765 -1.5 -0.9 0.3
H 0.36639 -1.27458 1.86459 -1.2 0.8 2.3
```
Positions in Å, forces in eV/Å.

***

Calculated energy relative to the best compared isomer or geometry (same formula, charge and spin) (eV), listed in the same order as above: 4.175 2.690 0.574 2.315 5.118 0.664 0.650 5.109 3.252 2.405
Calculated E (Ha), listed in the same order as above: -362.060059 -362.114614 -362.026417 -437.720422 -437.261048 -685.431677 -685.432179 -685.268341 -685.007197 -685.038349